DFT (wB97M-V/def2-TZVPD) results for C34H50N3O7PW as an isolated structure.

```
96
Properties=species:S:1:pos:R:3:forces:R:3:mulliken_charge:R:1
W -0.053 -0.519 0.851 -0.47 -0.17 0.01 0.6717
P 1.659 -0.642 -0.993 0.12 0.00 -0.07 1.7001
O -2.120 -0.391 2.090 0.21 -0.04 -0.22 0.2710
O -1.001 -2.535 0.663 0.21 0.37 0.21 -0.4654
O 2.178 2.999 5.844 0.00 0.02 -0.01 -0.4392
O 1.791 -2.889 1.276 0.00 -0.01 -0.02 0.1237
O 1.043 -0.517 4.826 -0.05 -0.04 0.03 -0.6348
O 0.393 -1.072 2.743 0.12 0.02 0.12 -0.7088
O -0.011 2.634 5.768 0.00 0.08 -0.03 -0.4517
N -0.929 0.441 -0.606 -0.18 -0.06 -0.02 1.3928
N 0.761 1.323 1.770 -0.12 -0.12 0.09 0.6444
N 1.219 3.223 2.739 0.02 0.01 0.04 0.0060
C 2.767 -2.903 2.321 -0.02 0.01 -0.02 -1.0930
C -6.660 0.541 -1.030 0.02 0.01 0.00 -1.6413
C 1.127 2.309 3.760 -0.11 0.09 -0.01 -0.0565
C 1.994 3.339 -4.605 -0.01 -0.01 0.01 -1.8012
C -0.112 2.883 -3.297 0.00 0.00 0.01 -1.1780
C 2.451 -3.209 -1.929 -0.01 0.00 0.00 -1.5286
C -0.242 1.153 -1.640 0.00 -0.02 0.06 0.5563
C 1.084 3.388 0.288 -0.02 0.02 0.00 -1.0830
C -2.247 -0.076 3.493 -0.03 0.03 0.03 -1.0436
C -2.040 -2.748 1.673 -0.02 -0.04 0.02 -0.8135
C 1.578 -1.619 -3.676 0.01 -0.02 -0.02 -1.6476
C -4.497 1.415 -0.086 0.00 0.00 0.01 -1.1653
C 0.856 1.136 3.149 0.29 -0.03 -0.06 -0.2338
C -0.846 2.178 -2.358 -0.01 0.03 -0.03 -0.0483
C 1.049 2.654 5.225 0.02 -0.14 0.07 0.4815
C -3.112 1.437 0.022 -0.01 0.03 0.02 1.1757
C 1.001 2.616 1.553 -0.01 -0.03 -0.03 -0.2297
C -2.226 -1.371 -2.411 0.00 0.03 0.00 -1.0294
C -0.235 -3.756 0.431 -0.04 -0.05 -0.06 -0.6766
C 0.866 -3.944 1.435 0.04 0.03 0.02 -0.9863
C 1.490 -2.049 -2.210 0.00 0.02 0.02 1.1270
C -2.908 -1.527 1.705 -0.03 0.03 -0.04 -0.2325
C -2.453 2.493 0.866 -0.01 -0.03 -0.01 -0.7930
C 0.774 -0.233 3.694 0.05 -0.05 -0.05 0.6009
C 1.087 0.812 -1.904 -0.01 -0.03 0.03 -0.6380
C -3.010 -0.402 -1.570 0.02 -0.02 0.01 1.1946
C 3.693 0.428 0.623 0.00 0.02 -0.04 -1.3632
C -2.379 0.493 -0.701 0.04 0.05 -0.17 -0.7152
C 3.436 -0.539 -0.532 0.00 -0.01 0.04 0.8388
C -4.397 -0.377 -1.655 -0.03 -0.02 0.02 -1.3420
C 1.804 1.529 -2.859 0.03 0.00 -0.03 -0.5394
C -5.162 0.514 -0.913 -0.01 0.00 -0.01 0.4667
C 4.403 -0.258 -1.685 0.04 -0.04 0.02 -1.8452
C 1.224 2.581 -3.561 0.00 0.00 0.00 0.3408
H 1.862 4.414 -4.485 0.00 0.00 0.00 0.4014
H 2.464 -3.510 -0.883 0.02 0.02 0.00 0.1517
H -2.891 -2.084 -2.894 0.00 0.01 -0.01 0.5819
H 1.283 2.740 -0.557 0.03 0.02 0.00 -0.1284
H 0.479 -3.956 2.460 0.00 0.00 0.00 0.4077
H -1.883 2.430 -2.177 0.00 0.00 -0.01 0.7257
H 2.287 -2.806 3.296 -0.01 0.01 0.01 0.3630
H 4.734 0.342 0.937 0.01 0.01 -0.02 0.5586
H 0.466 -2.394 -2.056 -0.03 0.01 0.02 -0.1101
H 3.620 -1.557 -0.174 -0.03 -0.02 0.02 0.4004
H 3.530 1.461 0.307 -0.02 0.00 0.02 0.2646
H 1.888 4.120 0.361 -0.01 0.00 0.01 0.5649
H -1.699 0.844 3.682 0.01 -0.01 -0.01 0.2745
H 3.433 -2.059 2.162 0.01 0.02 -0.02 0.2240
H -7.129 0.688 -0.058 0.00 0.00 0.00 0.4156
H 1.394 4.212 2.846 -0.01 0.00 -0.01 0.2980
H -1.871 3.174 0.241 -0.01 -0.01 0.01 0.0584
H 2.965 2.801 5.320 0.01 0.00 -0.02 0.3806
H 2.150 -4.068 -2.530 0.01 0.01 -0.01 0.4568
H 1.342 -4.914 1.242 -0.01 -0.02 0.02 0.5415
H -0.934 -4.591 0.470 -0.01 0.00 -0.04 0.6719
H 0.155 3.927 0.100 0.01 -0.02 0.00 0.3141
H -2.620 -3.622 1.376 0.01 0.00 -0.04 0.6295
H -7.043 -0.381 -1.464 0.00 0.00 0.00 0.4225
H 3.063 0.225 1.488 0.01 -0.04 0.02 0.0578
H 0.162 -3.680 -0.577 0.00 0.04 0.01 0.2478
H -3.318 -1.317 0.718 -0.03 0.00 0.02 -0.4036
H 2.825 1.257 -3.089 -0.04 0.00 -0.01 0.2818
H -1.555 -2.928 2.634 0.00 0.00 0.00 0.3018
H -0.592 3.687 -3.842 0.00 0.00 0.00 0.4727
H -1.669 -0.850 -3.194 0.02 0.00 0.01 0.1928
H -1.850 -0.877 4.116 0.00 -0.01 -0.01 0.3454
H -6.975 1.367 -1.671 0.00 0.00 0.00 0.3067
H -5.074 2.136 0.481 0.00 0.00 0.00 0.5095
H -1.783 2.065 1.612 0.01 0.00 0.00 -0.0894
H 4.170 -0.807 -2.595 0.00 0.00 0.02 0.3385
H -3.732 -1.669 2.405 0.02 0.00 0.03 0.6639
H -3.301 0.090 3.712 0.00 0.01 0.00 0.4230
H 0.845 -0.857 -3.936 -0.01 0.00 0.01 0.2975
H 2.569 -1.247 -3.940 -0.02 0.01 0.00 0.2259
H -1.510 -1.929 -1.808 -0.02 -0.02 0.01 -0.0871
H 4.438 0.807 -1.916 0.01 -0.02 0.01 0.4185
H -3.201 3.085 1.388 0.00 0.01 -0.01 0.5224
H 3.058 3.116 -4.557 0.00 0.00 0.00 0.4056
H 3.344 -3.830 2.284 0.01 0.00 0.00 0.3643
H 1.641 3.080 -5.605 0.00 0.00 0.00 0.3323
H 1.384 -2.495 -4.296 0.02 0.01 -0.01 0.5348
H -4.892 -1.075 -2.321 0.00 0.01 0.00 0.4723
H 5.407 -0.551 -1.376 0.00 0.01 -0.01 0.4547
H 3.469 -2.955 -2.225 0.02 0.00 0.01 0.3737
```
Positions in Å, forces in eV/Å.

## Properties
**Total charge**: +2
**2S+1**: 3
**<S²>**: 2.042
**Gap between HOMO and LUMO (spin up / spin down)**: 7.37 / 7.21 eV
**HOMO energy (spin up / spin down)**: -13.69 / -13.72 eV
**Max |F|**: 0.50 eV/Å